Computed, not measured: C13H8FLiN3O6S2 as an isolated structure, with the ωB97M-V functional and the def2-TZVPD basis.

Max |F| (hartree/bohr): 0.0065
HOMO (eV): -5.58
Energy (eV): -54964.7222
Charge: -1

Cartesian coordinates (Å):
Li1 1.1565 -0.8029 2.3040
O1 1.5653 -0.4551 4.1959
S1 0.1498 -0.4439 4.5684
O2 -0.3031 -1.5982 5.2946
N1 -0.6568 -0.1625 3.2045
C1 -1.3877 0.9647 3.2601
S2 -2.3514 1.5705 2.0733
C2 -1.1973 1.6838 4.5790
C3 -1.7668 2.8730 5.0024
C4 -1.4249 3.3577 6.2563
C5 -0.5346 2.6681 7.0802
C6 0.0327 1.4721 6.6625
C7 -0.3183 1.0188 5.4055
H1 -2.4559 3.3894 4.3475
H2 -1.8539 4.2887 6.6038
H3 -0.2853 3.0675 8.0544
H4 0.7175 0.9190 7.2897
F1 0.7299 -1.8682 -5.4929
C8 0.2894 -2.1273 -4.2496
C9 1.1370 -2.3884 -3.2506
N2 0.7139 -2.6860 -1.9836
C10 1.6677 -2.7808 -0.8836
C11 1.8962 -1.4153 -0.2096
O3 1.8529 -0.4285 -0.9390
O4 2.1703 -1.4667 1.0265
C12 -0.6225 -2.6236 -1.6466
O5 -1.0328 -2.7700 -0.5182
N3 -1.4745 -2.3519 -2.7092
C13 -1.1482 -2.0940 -4.0317
O6 -1.9929 -1.8642 -4.8716
H5 2.2065 -2.3740 -3.4058
H6 2.6177 -3.0947 -1.3217
H7 1.3317 -3.5424 -0.1869
H8 -2.4510 -2.2784 -2.4616

Forces on atoms 1 to 3 (eV/Å):
Li 0.071 0.151 -0.200
O -0.112 -0.014 0.183
S 0.052 -0.319 0.083



Computed, not measured: C13H9BrF5S2Sn as an isolated structure, with the ωB97M-V functional and the def2-TZVPD basis.

Max |F| (hartree/bohr): 0.0041
HOMO (eV): -4.80
Energy (eV): -124762.7160
Charge: -1

Cartesian coordinates (Å):
Sn1 -0.2387 -0.8350 -0.5253
C1 -2.5590 0.7666 -0.3730
C2 -2.9912 1.3060 -1.5510
C3 -3.2652 0.2423 -2.4742
C4 -3.0001 -0.9529 -1.8704
C5 -2.4994 -0.6912 -0.5402
H1 -2.2860 1.2892 0.5319
H2 -3.0619 2.3608 -1.7756
H3 -3.5708 0.3755 -3.5023
H4 -3.0814 -1.9347 -2.3124
H5 -2.6739 -1.3803 0.2812
S1 -0.5291 -0.9868 1.9534
C6 1.0577 -0.5610 2.5690
C7 1.2439 -0.5941 3.9546
C8 2.4544 -0.2613 4.5331
C9 3.5181 0.1190 3.7229
C10 3.3492 0.1563 2.3514
C11 2.1319 -0.1802 1.7507
S2 2.0644 -0.1003 -0.0037
H6 0.4091 -0.8912 4.5776
H7 2.5665 -0.2983 5.6098
H8 4.4741 0.3853 4.1568
H9 4.1732 0.4493 1.7120
F1 1.5574 -0.5292 -2.8156
C12 0.2487 -0.1292 -2.6658
F2 -0.4438 -0.7763 -3.6461
C13 0.2440 1.3763 -3.0415
F3 1.2158 1.6768 -3.9195
F4 0.4388 2.1436 -1.9637
F5 -0.9073 1.7508 -3.6050
Br1 -0.0393 -3.2960 -1.1193

Forces on atoms 1 to 3 (eV/Å):
Sn 0.013 -0.152 -0.104
C -0.126 -0.022 0.007
C 0.068 0.024 0.067



Computed, not measured: a 2-piece molecular cluster, C13H9F3N4O6S overall, with the ωB97M-V functional and the def2-TZVPD basis.

Max |F| (hartree/bohr): 0.1127
HOMO (eV): -7.98
Energy (eV): -50850.3456
Charge: 0

Cartesian coordinates (Å):
N1 -0.4208 -3.4671 -0.2486
C1 0.9595 -3.3784 -0.1042
C2 1.7434 -4.5310 0.0051
C3 3.1117 -4.4422 0.1353
C4 3.7264 -3.2039 0.1658
C5 2.9676 -2.0525 0.0619
C6 1.5996 -2.1361 -0.0732
H1 -0.9638 -2.6879 -0.5981
H2 -0.8674 -4.3509 -0.4560
H3 1.2598 -5.4921 -0.0165
H4 3.7056 -5.3399 0.2071
H5 4.7976 -3.1368 0.2686
H6 3.4489 -1.0875 0.0837
H7 1.0050 -1.2429 -0.1500
O1 -0.7567 1.8067 3.3435
S1 -1.3499 0.8604 2.3406
O2 -0.8580 -0.5441 2.1418
C7 -3.1748 1.0223 2.1267
F1 -3.7695 0.4856 3.1944
F2 -3.4382 2.3249 2.0124
F3 -3.4838 0.3717 1.0039
C8 -1.0020 1.6467 0.7573
C9 -0.9732 0.8855 -0.3766
C10 -0.7188 1.5426 -1.5796
N2 -0.6122 1.1750 -2.9059
O3 -0.7277 -0.0174 -3.2836
O4 -0.3755 2.2091 -3.7276
N3 -0.3203 3.2648 -2.9444
C11 -0.5169 2.9128 -1.6540
C12 -0.5442 3.6811 -0.4589
N4 -0.3149 5.1074 -0.4418
O5 -0.2717 5.7266 -1.5102
O6 -0.1646 5.6606 0.6548
C13 -0.7772 3.0228 0.7233
H8 -1.1434 -0.1827 -0.3447
H9 -0.7796 3.5866 1.6477

Forces on atoms 1 to 3 (eV/Å):
N -0.625 -0.031 0.049
C -0.083 -0.014 -0.333
C -0.424 0.139 -0.008



Computed, not measured: one molecule with the formula C13H9N, with the ωB97M-V functional and the def2-TZVPD basis.

Max |F| (hartree/bohr): 0.0909
HOMO (eV): -8.49
Energy (eV): -15113.8443
Charge: 0
Energy relative to the best compared isomer or geometry (same formula, charge and spin) (kcal per mole): 16.87

Cartesian coordinates (Å):
N1 -3.7454 2.2125 -0.1201
C1 -2.8869 1.4650 -0.2683
C2 -1.8188 0.5830 -0.1865
C3 -0.4572 1.0535 -0.0775
C4 0.0324 2.3062 0.3486
C5 1.3704 2.3898 0.5433
C6 2.2595 1.4171 -0.0327
C7 1.7482 0.3377 -0.6718
C8 0.3490 0.1002 -0.6529
C9 -0.3603 -1.1862 -1.0729
C10 -0.1095 -1.9135 0.2199
C11 -1.0863 -1.6717 1.1516
C12 -2.2397 -1.0321 0.4870
C13 -1.8988 -0.7654 -0.9466
H1 -0.7689 2.9843 0.6527
H2 1.6665 3.3449 0.9867
H3 3.2641 1.4539 -0.0463
H4 2.4969 -0.3888 -1.1141
H5 -0.2116 -1.4581 -2.1031
H6 0.7940 -2.2994 0.2956
H7 -1.1028 -1.9462 2.1565
H8 -3.2826 -1.0795 0.8458
H9 -2.4232 -1.0013 -1.8597

Forces on atoms 1 to 3 (eV/Å):
N -0.469 0.397 -0.411
C -0.996 0.742 1.013
C -0.732 -2.787 -0.619



Computed, not measured: one molecule with the formula C13H9N7S, with the ωB97M-V functional and the def2-TZVPD basis.

Max |F| (hartree/bohr): 0.1181
HOMO (eV): -8.02
Energy (eV): -34888.6680
Charge: 0

Cartesian coordinates (Å):
C1 -3.6134 -2.1144 1.7618
C2 -4.1935 -1.2085 0.8508
C3 -3.3282 -0.3266 0.2213
C4 -1.9063 -0.4499 0.1439
C5 -1.2223 0.5332 -0.7815
N1 -1.9844 1.4971 -1.5739
C6 -0.9590 2.2374 -2.1624
S1 -1.1247 3.5905 -3.2232
C7 0.6366 3.5506 -3.1983
C8 1.2065 2.5516 -2.4058
N2 0.2455 1.7438 -1.8260
C9 0.1941 0.6972 -0.9262
N3 1.0517 0.0541 -0.1485
N4 2.2276 0.3533 -0.0705
C10 2.9696 -0.3831 0.7945
N5 2.4454 -0.9145 1.8983
N6 3.4103 -1.5475 2.5544
C11 4.5961 -1.4980 1.9292
N7 4.2923 -0.8566 0.6538
C12 -1.3401 -1.4539 0.9980
C13 -2.1272 -2.2121 1.8176
H1 -4.2392 -2.6981 2.3805
H2 -5.2468 -1.0260 0.8324
H3 -3.8485 0.5056 -0.3512
H4 1.2994 4.1103 -3.7616
H5 2.2330 2.3125 -2.2197
H6 5.5255 -1.8227 2.3786
H7 4.8753 -0.6528 -0.1221
H8 -0.2492 -1.6299 1.0201
H9 -1.8263 -2.9426 2.5357

Forces on atoms 1 to 3 (eV/Å):
C 2.734 1.268 -1.772
C 1.891 -0.390 2.019
C -0.060 1.291 -2.104



Computed, not measured: C14H10ClF9ORh as an isolated structure, with the ωB97M-V functional and the def2-TZVPD basis.

Max |F| (hartree/bohr): 0.2525
<S²>: 6.02
HOMO (spin up / spin down) (eV): -2.90 / -4.96
Spin multiplicity: 5
Energy (eV): -56712.5376
Charge: -1

Cartesian coordinates (Å):
C1 -2.3276 -1.0110 -1.2234
C2 -1.6731 -1.1845 -2.4969
C3 -1.3679 0.1015 -3.0131
H1 -1.4174 -2.1268 -2.9463
C4 -1.7033 1.0736 -2.0689
C5 -2.3122 0.4129 -0.9472
H2 -2.5946 0.8875 -0.0124
H3 -2.5112 -1.7848 -0.4722
H4 -0.9248 0.3017 -3.9873
H5 -1.5143 2.1503 -2.1085
Rh1 -0.5100 -0.2702 -1.1168
Cl1 0.2864 -2.5501 -0.2263
C6 2.3497 0.0953 -0.7893
C7 1.9146 1.3250 -1.3690
C8 1.4024 1.0412 -2.6577
H6 1.9888 2.2968 -0.8876
C9 1.5120 -0.3739 -2.8803
C10 2.1254 -0.9533 -1.7387
H7 2.3743 -1.9974 -1.6013
H8 2.7480 -0.0395 0.2082
H9 1.0370 1.7816 -3.3601
H10 1.2583 -0.9273 -3.7741
F1 1.3486 -1.9147 2.7037
C11 1.3090 -0.5942 2.9957
F2 1.3090 -0.4192 4.3541
F3 2.4445 -0.0322 2.4848
C12 -0.0044 0.0811 2.3561
O1 0.1318 0.0386 1.0617
C13 -1.2975 -0.6954 2.9014
F4 -1.4224 -0.4864 4.2476
F5 -2.4349 -0.2459 2.2820
F6 -1.2022 -2.0195 2.6438
C14 -0.0642 1.6658 2.7780
F7 -0.0936 1.8199 4.1291
F8 1.0213 2.3195 2.2848
F9 -1.1855 2.2340 2.2465

Forces on atoms 1 to 3 (eV/Å):
C -2.391 -0.456 0.066
C -2.081 -0.948 -1.192
C -1.074 0.022 -2.785